Entry 1:
{
  "formula": "C6H10ClN2",
  "method": "ωB97M-V/def2-TZVPD",
  "species": ["Cl", "N", "N", "C", "C", "C", "C", "C", "C", "H", "H", "H", "H", "H", "H", "H", "H", "H", "H"],
  "xyz": [[-0.555025, 2.264724, -0.886308], [-1.114373, -0.209637, -0.083478], [1.230906, 0.375223, -0.132191], [-2.450170, -0.149496, 0.549310], [-0.269926, 0.869182, 0.114449], [1.411198, -0.518103, -1.068426], [2.204834, 1.037979, 0.575436], [-0.935344, -1.259390, -0.941988], [0.317675, -1.241665, -1.558319], [-1.735858, -1.900932, -1.171690], [-2.414563, -0.198929, 1.644232], [0.376426, -1.968127, -2.334733], [2.320413, -0.706836, -1.481764], [-2.902891, 0.703327, 0.155426], [3.045318, 0.592354, 0.169234], [2.155670, 2.119935, 0.234851], [2.092890, 0.966565, 1.658446], [-2.965819, -0.996161, 0.180652], [-0.471791, 1.068482, 1.215129]],
  "forces_ev_per_a": [[-0.1945, 0.5050, -0.3411], [-2.6654, -3.4842, -0.5719], [-5.4549, -0.3582, -0.1066], [1.4530, -0.4739, 0.5095], [2.7712, -1.3346, 1.6850], [-3.9518, 0.0689, 0.5202], [0.2695, 3.2212, 0.2235], [3.6437, 4.3878, 0.3675], [-1.3999, -1.3890, -0.1445], [-0.7311, -0.7586, -0.0478], [0.1034, 0.2738, -0.2861], [0.8783, -0.2657, -0.4791], [2.8517, -0.3670, -0.6316], [-1.1062, 1.5609, -0.0953], [2.5909, -0.3454, 0.1535], [0.3938, -0.9718, 0.7857], [0.1591, -0.1572, -0.1516], [-0.7363, -0.7854, -0.0932], [1.1255, 0.6733, -1.2961]],
  "e_above_lowest_kcal_mol": 40.1,
  "total_energy_ev": -21878.7391,
  "orbital_gap_ev": 8.5,
  "charge": 1,
  "homo_ha": -0.48475,
  "multiplicity": 1,
  "smiles": "CN1C=CC=[N+](C)[C@@H]1Cl"
}

---

Entry 2:
{
  "formula": "C20H25N3O3",
  "method": "ωB97M-V/def2-TZVPD",
  "species": ["O", "O", "O", "N", "N", "N", "C", "C", "C", "C", "C", "C", "C", "C", "C", "C", "C", "C", "C", "C", "C", "C", "C", "C", "C", "C", "H", "H", "H", "H", "H", "H", "H", "H", "H", "H", "H", "H", "H", "H", "H", "H", "H", "H", "H", "H", "H", "H", "H", "H", "H"],
  "xyz": [[0.073682, -2.199131, 2.943179], [-1.747075, -0.111840, -1.115701], [-0.697423, 0.383139, 2.789612], [1.289477, 1.527080, -2.134456], [-0.490416, 1.269544, 0.172432], [0.704548, -1.259659, 1.003044], [-2.698390, -1.261558, 4.109166], [-1.229257, -0.573724, 2.256290], [2.692755, 1.719841, -2.484735], [-4.866059, -2.208594, 3.729424], [1.636034, -0.899493, 0.099215], [-0.721892, -1.013377, 0.860285], [3.317624, -1.928361, 1.449169], [-3.494245, -1.582739, 1.859426], [0.813157, 2.665750, -1.363053], [2.947853, -1.211697, 0.294993], [-1.045414, 0.093521, -0.146258], [0.250691, 2.207342, -4.354807], [-4.677530, -2.094131, 2.361853], [2.376065, -2.290351, 2.361310], [3.309186, 0.537117, -3.222949], [-2.494248, -1.168282, 2.734955], [1.003008, -1.949314, 2.173987], [-0.543189, 2.421865, -0.690278], [-3.874966, -1.790197, 4.602930], [0.432217, 1.156919, -3.254832], [3.229957, 1.856234, -1.539686], [0.853020, 0.250735, -3.693197], [2.984595, 0.497795, -4.259156], [4.392160, 0.637850, -3.215226], [-1.325102, 2.242747, -1.429810], [3.041921, -0.397267, -2.736211], [-0.367728, 1.790794, -5.145281], [2.843592, 2.636416, -3.080490], [-0.034956, 1.353991, 1.073586], [-0.543612, 0.883048, -2.850895], [4.354839, -2.184602, 1.606734], [0.742271, 3.585263, -1.967314], [-5.788131, -2.619771, 4.113815], [-1.208057, -1.944156, 0.549038], [3.688352, -0.910586, -0.425721], [1.303073, -0.342340, -0.767186], [-5.455912, -2.406989, 1.681438], [1.551234, 2.848283, -0.574860], [2.621227, -2.834303, 3.258994], [-0.807730, 3.305581, -0.103521], [-0.242585, 3.098417, -3.973831], [-3.371316, -1.476165, 0.791727], [-1.911327, -0.932243, 4.768835], [-4.023279, -1.874002, 5.669396], [1.207302, 2.495598, -4.785379]],
  "forces_ev_per_a": [[0.0975, -0.4531, 0.1289], [-0.2027, -0.1977, -0.3034], [-0.1480, -0.2225, 0.0515], [0.0569, 0.1080, 0.1103], [0.0653, 0.3289, 0.1015], [-0.1157, -0.0930, 0.3260], [0.0690, 0.0252, -0.1491], [-0.0142, 0.5318, -0.2804], [0.0860, -0.0925, 0.0228], [-0.0588, -0.0164, -0.0827], [0.6742, -0.0369, -0.3419], [-0.3373, -0.1406, 0.1125], [-0.2741, -0.0707, 0.2325], [0.2305, 0.1140, 0.0914], [-0.1987, -0.0546, 0.0458], [-0.2106, 0.1609, -0.2344], [0.2388, -0.0915, 0.3304], [0.1287, -0.1920, 0.2655], [-0.1565, -0.0720, 0.0165], [0.2982, -0.0289, 0.0078], [-0.1041, 0.2991, 0.0995], [-0.3874, -0.0562, 0.3048], [0.1365, -0.0620, 0.0266], [0.2178, 0.0737, -0.3104], [0.0346, 0.0341, 0.0664], [-0.1663, 0.0398, -0.1800], [-0.0137, 0.0868, -0.0829], [-0.1019, -0.0320, 0.0190], [-0.0138, -0.0800, -0.1100], [0.0883, -0.0317, -0.0380], [0.0151, 0.1024, 0.0936], [-0.0147, -0.1584, 0.0301], [-0.0665, 0.0052, -0.1090], [0.0296, -0.0115, 0.0781], [-0.1118, -0.1384, -0.0192], [0.0737, -0.0771, -0.0672], [0.0826, -0.0433, 0.0483], [0.0496, -0.0006, 0.0601], [-0.0659, -0.0301, 0.0250], [0.0499, 0.2740, 0.0081], [0.0091, 0.0594, -0.1397], [-0.0122, 0.0641, -0.0280], [-0.0576, -0.0147, -0.0497], [-0.0138, 0.0692, -0.0600], [0.0019, -0.0376, 0.0726], [-0.0406, -0.0518, -0.0836], [-0.0456, 0.1255, -0.0283], [0.0475, -0.0273, -0.1419], [0.0795, 0.0349, 0.0836], [0.0004, -0.0147, 0.0823], [0.0714, 0.0929, -0.1018]],
  "e_above_lowest_kcal_mol": 45.0,
  "total_energy_ev": -31759.0417,
  "orbital_gap_ev": 9.2,
  "homo_ha": -0.31753,
  "multiplicity": 1,
  "smiles": "CCN(CC)CCNC(=O)[C@H](C(=O)c1ccccc1)n1ccccc1=O"
}